The following is a quantum chemistry calculation of a single CH2N2O3 molecule, from the OMol25 dataset.

- Kohn-Sham gap: 11.35 eV
- Electronic energy: -10184.6902 eV
- Energy relative to the best compared isomer or geometry (same formula, charge and spin): 124.7 kcal per mole
- HOMO energy: -10.79 eV
- Total charge: 0
- LUMO energy: 0.56 eV
- Strongest force on any atom: 0.1041 Eh/bohr

Positions of all 8 atoms, in Å:
N 0.005 -0.068 0.212
C -1.443 -0.779 0.076
O -1.636 -1.916 0.188
N -2.326 0.132 -0.426
O -2.809 1.110 0.348
O -3.684 0.137 -0.073
H 0.324 0.459 -0.740
H 0.604 -0.890 0.230

Forces on atoms 1 to 2 (eV/Å):
N -2.1 -0.3 -2.9
C 4.7 2.5 0.3